Entry 1:
92
Properties=species:S:1:pos:R:3:mulliken_charge:R:1 method="wB97M-V/def2-TZVPD" relative_energy_kj_mol=0.0 charge=+1 lumo_ev=-4.4 total_energy_ha=-2213.80020
C 4.0494 -0.6610 -2.7754 -1.50
H -3.6514 3.0131 1.3346 0.46
C 2.8762 0.4802 -0.2914 -0.45
H -1.4949 0.1664 3.7914 0.69
H 0.1238 -0.1446 -3.9830 0.08
C -1.6426 -0.6952 1.8326 1.86
H -4.0991 2.1284 -1.8275 0.36
Ta 0.0372 -0.4462 -0.7348 -1.20
H 0.6465 -3.8630 0.3411 0.66
H -4.0900 -2.8634 0.8654 0.57
H 0.1608 -2.1705 2.7245 0.04
C 4.3991 -4.1148 -1.3046 -0.95
N -0.5314 -0.0877 1.2161 0.98
H 3.8840 3.0223 -0.7520 0.65
C -2.7993 2.6793 1.9296 -1.42
H -4.9861 -2.1166 -4.5322 0.43
H -3.0330 1.7000 2.3393 0.26
H -1.6827 1.9204 0.2726 -1.65
C -0.3221 2.2663 1.8923 1.18
H -5.6280 -0.4787 -2.8053 0.47
H 2.6715 4.8021 -2.0372 0.51
N 2.1012 -0.6374 -0.5798 2.27
O -1.7286 2.6443 -3.0782 -0.61
H -2.0344 4.1263 -0.4652 0.30
H -0.0822 4.2891 2.5403 0.45
C 0.6723 -1.8912 3.6410 -1.73
H 3.1347 -0.0805 -2.9100 0.05
H 0.9232 -2.2847 1.0722 -1.33
C 2.8496 2.9086 -1.0436 -0.80
H 2.5950 -1.5289 1.6495 1.21
H 3.1198 -5.0724 0.1209 0.50
H 5.0257 -4.9830 -1.4582 0.43
H -0.5597 -0.8596 -5.4347 0.63
F -2.1001 -1.6340 -0.2513 -0.27
C 1.6686 -0.7459 3.4566 0.86
C 2.8376 -1.8528 -0.8522 0.86
F -0.0273 -2.1125 -1.5424 -0.80
C -4.5846 -0.6174 -3.0593 -0.92
H -2.6219 -2.3204 -5.2155 0.50
C 1.4071 -3.2223 0.7893 -0.77
C -1.3825 4.0420 0.4055 -2.26
O 3.9799 0.5083 0.1794 -0.59
C 0.1380 0.9287 2.0250 -0.84
C 3.8401 -1.8287 -1.8443 0.76
C 3.3431 -4.1593 -0.4177 -0.96
C -2.0351 -0.5283 3.1639 -0.96
C -4.2243 -1.5267 -4.0398 -0.94
H -3.3745 -1.0966 4.7163 0.49
C 2.1919 1.7333 -0.7532 0.23
H 1.8140 3.7833 4.0444 0.45
C -0.5092 -0.9546 -4.3505 -1.73
H -4.6865 -2.6486 3.2974 0.44
C 0.2851 3.2754 2.6264 -0.40
H 4.8311 0.0079 -2.4122 0.32
N -1.2399 0.6491 -2.0130 2.13
C 2.8811 -1.2012 2.6424 -2.89
C 1.1284 0.6129 2.9849 0.66
N 0.9232 1.5364 -1.1119 1.01
C -4.0597 1.1409 -1.3647 -1.13
H 4.3513 -1.0315 -3.7533 0.54
C 2.5484 -3.0419 -0.1791 0.91
H -0.3565 4.2294 0.0945 0.47
H 1.7610 -3.7133 1.6948 0.65
C -1.9103 -0.8951 -3.7903 1.40
C 4.6222 -2.9581 -2.0318 -0.79
C 2.1673 3.8845 -1.7654 -0.86
H 5.4149 -2.9327 -2.7692 0.49
H 3.3621 -2.0421 3.1449 0.49
C 1.3317 2.9945 3.4822 -1.48
C -1.5326 2.6578 1.0580 2.69
H 2.0520 -0.5436 4.4588 0.79
C -3.1101 -1.2341 3.6764 -0.84
H 3.6111 -0.3997 2.5494 0.42
H 1.2151 -2.7667 4.0002 0.50
C -3.6266 0.1295 -2.3877 1.34
C -3.8519 -2.1004 2.8847 -0.80
C -3.5244 -2.2405 1.5452 -0.74
H 0.3079 4.3460 -2.7917 0.65
H -3.3699 1.1965 -0.5232 -0.31
C -2.2817 -0.0547 -2.7281 -0.83
C 0.8664 3.6458 -2.1869 -0.51
C -2.4442 -1.5364 1.0819 -0.24
H -0.0747 -1.6349 4.3900 0.42
C -2.8993 -1.6484 -4.4125 -0.98
H 2.4954 1.4694 4.3849 0.47
H -1.6692 4.8286 1.1044 0.60
H -2.6650 3.3747 2.7599 0.41
H -5.0487 0.8949 -0.9823 0.50
H -0.0229 -1.9033 -4.1273 0.32
C -1.0388 1.9566 -2.3673 -0.19
C 0.2752 2.4490 -1.8314 -0.12
C 1.7167 1.6837 3.6636 -0.99


Entry 2:
15
Properties=species:S:1:pos:R:3:mulliken_charge:R:1 method="wB97M-V/def2-TZVPD" relative_energy_kj_mol=40.6 charge=+1 lumo_ev=-3.6 total_energy_ha=-610.12196
H -0.9562 0.3203 0.9494 0.29
C 1.2167 -0.6865 0.0176 -0.68
C -0.1739 -0.9731 -0.5443 -0.44
H 1.2640 0.3726 0.2873 0.30
O -1.2760 2.3020 0.0943 -0.64
N -1.1629 -0.5597 0.4835 -0.26
H -0.5106 2.5679 0.6259 0.32
H 3.2694 0.0956 -0.9285 0.17
H -1.1772 -1.2233 1.2733 0.39
S 2.5969 -1.0812 -1.0947 -0.17
H -0.2977 -0.4659 -1.4956 0.32
H -2.1387 -0.5819 0.2146 0.34
H 1.2878 -1.1952 0.9886 0.37
H -0.2878 -2.0425 -0.7146 0.39
H -1.6536 3.1507 -0.1567 0.31


Entry 3:
14
Properties=species:S:1:pos:R:3:mulliken_charge:R:1 method="wB97M-V/def2-TZVPD" relative_energy_kj_mol=235.3 charge=0 smiles=CNCCO lumo_ev=1.1 total_energy_ha=-249.62406
H -1.5556 -1.9711 -2.4488 0.28
O -0.7462 -1.7831 -1.9671 -0.55
H 0.7015 -0.3986 -1.9629 0.17
H -1.2737 -0.5418 0.5843 0.30
H 0.6608 0.5827 2.6852 0.30
N 0.0565 1.0039 0.5337 -0.49
H 1.9436 0.3690 1.4667 0.31
H 0.2770 -1.1365 0.2499 0.29
C -0.3333 -0.4062 -1.5542 -0.36
H -0.8940 1.3935 0.9350 0.27
H -0.8794 0.3079 -2.1343 0.32
H 1.3709 1.9809 1.8975 0.29
C 1.0315 0.9340 1.7740 -0.79
C -0.3596 -0.3348 -0.0590 -0.34


Entry 4:
10
Properties=species:S:1:pos:R:3:mulliken_charge:R:1 method="wB97M-V/def2-TZVPD" relative_energy_kj_mol=298.7 charge=0 lumo_ev="-0.8 / -0.8" total_energy_ha=-155.84892
H 1.1779 -1.8568 -0.7111 0.29
H 1.6788 0.5015 -0.1987 0.31
H -0.5840 -1.5923 -0.3881 0.38
H 0.2206 1.9310 0.8518 0.31
H -2.0385 1.4581 1.3366 0.17
C -1.4964 0.5287 1.0498 -0.61
H 0.2109 -0.8822 -1.8076 0.27
C 0.3455 -1.1445 -0.7470 -1.03
C -0.1819 0.9334 0.6532 -0.16
C 0.6671 0.1231 -0.0388 0.07